ORCA calculation (wB97M-V/def2-TZVPD) on a structure of composition C29H36N6RhS2 in a non-equilibrium geometry.

ORCA input file:
```
! RIJCOSX wB97M-V def2-TZVPD def2/J DEFGRID3
* xyz 3 5
Rh 0.474 2.369 -0.460
C -0.203 3.762 2.163
C -1.517 3.663 1.426
N -1.290 3.738 -0.043
C -1.012 5.119 -0.542
C 0.388 5.296 -1.091
C 0.775 6.426 -1.777
C 2.097 6.535 -2.185
C 3.004 5.534 -1.871
C 2.552 4.427 -1.185
C 3.468 3.301 -0.751
N 2.739 2.120 -0.200
C 2.952 1.891 1.256
C 2.115 2.849 2.067
N 0.674 2.618 1.804
N 1.265 4.312 -0.832
H -0.389 3.807 3.236
H 0.320 4.679 1.882
H -2.198 4.445 1.760
H -1.986 2.702 1.638
H -2.120 3.398 -0.513
H -1.150 5.828 0.276
H -1.739 5.385 -1.307
H 0.059 7.213 -1.989
H 2.422 7.407 -2.739
H 4.047 5.615 -2.157
H 4.152 3.687 0.008
H 4.084 2.990 -1.593
H 3.057 1.298 -0.697
H 4.005 1.990 1.522
H 2.650 0.864 1.474
H 2.340 3.878 1.787
H 2.357 2.738 3.124
H 0.366 1.785 2.293
S -0.508 0.370 -1.181
C -0.716 -1.209 -0.560
N -1.802 -1.764 -0.177
C -1.757 -3.139 0.394
C -0.778 -3.977 -0.365
N 0.533 -3.286 -0.413
C 1.745 -4.142 -0.460
C 2.076 -4.692 0.908
C 2.038 -3.887 2.038
C 2.411 -4.403 3.271
C 2.822 -5.723 3.373
C 2.864 -6.524 2.248
C 2.485 -6.011 1.012
C 0.561 -2.021 -0.562
S 1.954 -1.094 -0.854
C -3.148 -1.116 -0.247
C -4.009 -1.832 -1.255
C -4.912 -2.807 -0.846
C -5.678 -3.478 -1.787
C -5.542 -3.174 -3.133
C -4.649 -2.193 -3.543
C -3.880 -1.524 -2.606
H -2.747 -3.576 0.320
H -1.485 -3.059 1.448
H -1.108 -4.149 -1.392
H -0.646 -4.939 0.125
H 2.565 -3.548 -0.872
H 1.543 -4.950 -1.163
H 1.731 -2.845 1.963
H 2.388 -3.776 4.154
H 3.105 -6.126 4.337
H 3.187 -7.554 2.328
H 2.515 -6.644 0.129
H -2.995 -0.082 -0.524
H -3.583 -1.160 0.751
H -5.056 -3.019 0.211
H -6.387 -4.231 -1.469
H -6.144 -3.696 -3.866
H -4.559 -1.944 -4.593
H -3.192 -0.744 -2.928
*
```

Its expectation value of S² is 6.021. The calculation puts the total energy at -64251.061 eV.

Here are the Mulliken charges for atoms 1 to 2, given in e:
1. Rh -0.113
2. C -0.587